# 1
73
Properties=species:S:1:pos:R:3 method="wB97M-V/def2-TZVPD" total_charge=0 spin_multiplicity=7 e_tot_ha=-8596.7339 orbital_gap_ev="6.66 / 5.89" s_squared=12.01
Hf -6.465 -0.878 -15.341
Fe -11.902 -0.921 -16.095
C -9.340 2.581 -17.540
F -8.607 3.781 -17.496
F -10.564 2.760 -17.873
F -8.818 1.857 -18.522
S -9.394 1.505 -15.941
O -8.118 0.711 -15.785
O -9.639 2.416 -14.867
O -10.539 0.590 -16.028
C -8.864 -2.692 -19.285
F -9.965 -3.059 -19.908
F -7.957 -3.599 -19.522
F -8.486 -1.498 -19.758
S -9.082 -2.566 -17.347
O -8.006 -1.808 -16.787
O -10.356 -1.885 -17.003
O -9.138 -3.934 -16.780
C -3.567 0.768 -18.384
F -2.969 -0.424 -18.056
F -2.848 1.893 -18.168
F -3.882 0.710 -19.703
S -5.286 0.869 -17.454
O -6.079 -0.352 -17.515
O -5.221 0.856 -15.982
O -6.048 2.011 -17.899
C -9.911 -0.510 -12.094
F -10.802 -1.107 -11.291
F -10.438 0.616 -12.609
F -8.704 -0.375 -11.461
S -9.581 -1.666 -13.561
O -10.686 -1.470 -14.511
O -8.308 -1.239 -14.169
O -9.412 -3.022 -12.967
N -13.005 0.027 -14.895
S -13.844 -0.547 -13.426
O -15.252 -0.934 -13.677
O -13.465 0.008 -12.139
F -13.039 -1.918 -13.525
S -13.571 1.447 -14.570
O -13.023 2.343 -13.586
O -14.995 1.604 -14.836
F -12.944 2.091 -15.890
N -12.979 -0.876 -17.643
S -14.693 -0.984 -17.855
O -15.199 -1.811 -18.974
O -15.355 0.191 -17.354
F -14.779 -1.945 -16.588
S -12.869 -0.240 -19.059
O -13.390 1.119 -19.168
O -12.893 -1.085 -20.246
F -11.207 -0.007 -18.890
C -7.312 2.553 -11.903
N -6.819 1.969 -13.193
O -6.615 2.736 -14.126
O -6.777 0.762 -13.389
H -7.554 3.595 -12.113
H -6.516 2.461 -11.165
H -8.190 1.975 -11.614
C -12.975 4.280 -19.640
N -14.482 4.155 -19.499
O -15.183 4.464 -20.437
O -14.964 3.828 -18.387
H -12.664 3.565 -20.401
H -12.602 4.101 -18.631
H -12.857 5.324 -19.931
C -8.675 7.050 -19.497
N -9.696 6.423 -20.427
O -9.785 6.862 -21.538
O -10.493 5.611 -19.908
H -7.798 6.930 -20.133
H -8.646 6.494 -18.560
H -8.957 8.099 -19.407



# 2
30
Properties=species:S:1:pos:R:3 method="wB97M-V/def2-TZVPD" total_charge=-1 e_tot_ha=-1841.1140 orbital_gap_ev=9.01
Sn 1.522 -0.660 0.052
O 0.396 -3.130 -0.640
C -1.023 -3.045 -0.516
C -1.442 -1.954 0.446
N -0.902 -0.613 0.136
C -1.373 -0.098 -1.157
C -0.637 -0.772 -2.307
O -1.249 -1.032 -3.339
O 0.611 -1.003 -2.045
C -1.193 0.311 1.247
C -0.328 -0.029 2.445
O -0.805 0.025 3.573
O 0.885 -0.338 2.111
H 0.626 -2.664 -1.457
H -1.399 -3.985 -0.116
H -1.482 -2.901 -1.496
H -1.123 -2.213 1.456
H -2.539 -1.911 0.442
H -1.123 0.962 -1.204
H -2.449 -0.218 -1.283
H -2.242 0.288 1.535
H -0.929 1.320 0.926
F 3.167 4.510 0.545
C 2.292 3.540 0.807
F 1.077 4.083 0.970
F 2.644 2.922 1.936
S 2.282 2.348 -0.594
O 2.359 3.163 -1.769
O 3.393 1.459 -0.316
O 0.985 1.632 -0.387



# 3
23
Properties=species:S:1:pos:R:3 method="wB97M-V/def2-TZVPD" total_charge=0 e_above_lowest_kcal_mol=65.06 e_tot_ha=-984.3292 orbital_gap_ev=6.57
C -1.078 -0.746 -1.869
C 0.773 -0.987 -2.869
C -0.170 -0.838 -0.828
C 2.693 -2.264 3.357
C -0.173 -0.807 0.673
C -0.348 0.581 1.284
C -1.358 2.725 1.487
N -0.507 -0.777 -3.060
N 0.994 -1.110 -1.521
N -1.203 1.487 1.008
O 2.064 -1.323 3.573
O 3.323 -3.198 3.150
F -2.501 3.392 1.112
I -0.829 2.662 -2.790
H -2.156 -0.390 -1.903
H 1.668 -0.884 -3.434
H 0.867 -1.273 1.039
H -0.876 -1.444 1.208
H 0.319 0.593 2.118
H -0.574 3.189 2.201
H 1.896 -1.115 -1.083
H -0.968 1.206 -3.026
H -1.858 1.321 0.173



# 4
19
Properties=species:S:1:pos:R:3 method="wB97M-V/def2-TZVPD" total_charge=0 e_above_lowest_kcal_mol=58.76 e_tot_ha=-522.3284 orbital_gap_ev=8.73
C 1.335 -1.918 -1.680
C -0.053 -1.173 2.509
C 0.681 -1.664 -0.510
C 0.797 -0.491 1.755
C -0.834 0.638 -0.097
C -1.372 2.674 -1.192
C 0.826 -0.487 0.329
O -1.787 0.110 0.306
O -0.467 1.705 -0.719
F 1.776 0.400 -0.177
H 0.937 -2.632 -2.502
H 2.081 -1.230 -2.048
H -0.069 -0.982 3.548
H -0.964 -1.574 2.186
H 0.065 -2.390 -0.069
H 1.506 0.281 2.196
H -2.356 2.333 -0.825
H -1.198 2.813 -2.222
H -0.905 3.586 -0.788



# 5
26
Properties=species:S:1:pos:R:3 method="wB97M-V/def2-TZVPD" total_charge=-1 spin_multiplicity=5 e_above_lowest_kcal_mol=15.29 e_tot_ha=-1597.0183 orbital_gap_ev="4.98 / 6.36" s_squared=6.02
Ir 0.602 -0.636 -0.408
N -0.193 0.123 -2.114
N 0.218 -0.597 -3.300
C 0.377 -1.997 -3.071
O 0.134 -2.881 -3.891
O 0.914 -2.120 -1.864
H -1.245 0.102 -2.009
H 0.203 1.037 -2.287
H -0.605 -0.564 -3.899
C -3.258 0.700 1.081
C -1.924 0.028 1.159
S -1.479 -1.219 0.098
C -0.879 0.518 2.048
C -1.204 1.118 3.381
S 0.711 0.655 1.431
H -3.563 0.998 2.076
H -4.045 0.104 0.582
H -3.193 1.691 0.602
H -2.278 1.127 3.544
H -0.770 2.122 3.367
H -0.717 0.508 4.211
N 6.590 -0.366 0.255
C 5.447 -0.241 0.364
N 4.144 -0.056 0.544
C 3.412 -0.083 -0.504
N 2.599 -0.069 -1.394



# 6
17
Properties=species:S:1:pos:R:3 method="wB97M-V/def2-TZVPD" total_charge=0 smiles="c1ccncc1.C=C" e_above_lowest_kcal_mol=83.79 e_tot_ha=-326.7574 orbital_gap_ev=10.21
C 1.774 0.090 -0.671
C 1.686 0.977 0.336
C 0.398 1.615 0.254
N -0.436 1.630 -0.646
C -0.195 0.799 -1.763
C 0.901 -0.007 -1.784
H 2.455 -0.808 -0.295
H 2.367 1.128 1.145
H 0.310 2.415 1.103
H -0.976 0.647 -2.531
H 1.082 -0.621 -2.619
C -1.728 -1.494 0.720
C -1.412 -0.914 1.852
H -2.589 -1.532 -0.127
H -1.056 -2.483 0.476
H -1.960 -0.019 2.171
H -0.621 -1.423 2.380



# 7
17
Properties=species:S:1:pos:R:3 method="wB97M-V/def2-TZVPD" total_charge=0 e_above_lowest_kcal_mol=394.01 e_tot_ha=-326.2631 orbital_gap_ev=6.18
C 1.704 0.385 -0.165
C 0.988 -1.038 -0.327
C -0.636 -1.321 -0.076
C -1.949 -0.108 -0.162
C 0.519 1.731 0.314
C -0.210 0.716 -0.212
C 0.091 -0.535 0.702
H 2.324 0.777 -0.997
H 2.199 0.169 0.783
H 1.845 -1.834 -0.120
H -0.932 -2.319 0.267
H -2.932 -0.288 0.498
H -2.417 0.038 -1.163
H 0.562 2.776 -0.075
H 0.073 0.290 -1.232
H 0.186 -0.664 1.883
N -1.414 1.224 0.079



# 8
17
Properties=species:S:1:pos:R:3 method="wB97M-V/def2-TZVPD" total_charge=0 e_above_lowest_kcal_mol=189.81 e_tot_ha=-326.5885 orbital_gap_ev="7.97 / 7.41"
C 0.989 1.583 0.687
C -0.604 -2.600 -1.307
C 0.980 0.298 1.113
C -0.186 -1.670 -0.527
C 0.601 -1.684 -1.783
C -0.372 1.961 0.454
C -1.117 0.728 1.149
N -0.171 -0.211 1.441
H 1.941 2.188 0.598
H -1.062 -3.340 -1.747
H 1.866 -0.285 1.267
H 1.554 -2.133 -2.057
H 0.251 -0.974 -2.397
H -0.636 2.884 0.947
H -0.664 2.030 -0.586
H -1.552 1.044 2.084
H -1.817 0.180 0.663



# 9
17
Properties=species:S:1:pos:R:3 method="wB97M-V/def2-TZVPD" total_charge=0 e_above_lowest_kcal_mol=125.83 e_tot_ha=-326.6905 orbital_gap_ev=8.10
C -0.989 -1.091 -1.483
C -0.523 1.392 -0.137
C -0.823 -0.488 -0.117
N -0.704 2.346 0.775
C -1.333 -1.039 0.999
C 2.973 -0.216 0.073
C 0.483 0.454 -0.003
C 1.716 0.118 0.165
H -1.482 2.978 0.672
H -0.097 2.474 1.581
H -0.800 -0.345 -2.253
H -0.288 -1.914 -1.629
H -2.003 -1.458 -1.627
H -1.155 -0.612 1.975
H -2.016 -1.876 0.946
H 3.627 -0.205 0.936
H 3.416 -0.518 -0.871



# 10
17
Properties=species:S:1:pos:R:3 method="wB97M-V/def2-TZVPD" total_charge=0 smiles="C1=C[C@@H]2CCNC2=C1" e_above_lowest_kcal_mol=104.76 e_tot_ha=-326.7240 orbital_gap_ev=8.55
C -1.880 0.234 -1.437
C -1.621 1.021 -0.334
C -0.570 0.224 0.496
C 0.713 0.845 1.034
C 1.821 -0.330 0.885
N 1.261 -1.264 -0.226
C 0.024 -0.790 -0.430
C -0.958 -1.010 -1.420
H -2.661 0.518 -1.955
H -2.442 1.573 0.304
H -1.228 -0.152 1.384
H 1.122 1.740 0.456
H 0.437 0.839 2.212
H 2.911 0.180 0.772
H 1.771 -0.967 1.822
H 1.872 -1.126 -1.226
H -0.571 -1.534 -2.338



# 11
20
Properties=species:S:1:pos:R:3 method="wB97M-V/def2-TZVPD" total_charge=-1 smiles="C=C=N/C(C)=C(/[O-])[C@H](C)N=O" e_above_lowest_kcal_mol=126.95 e_tot_ha=-531.9701 orbital_gap_ev="6.71 / 6.64"
C 0.428 -1.164 2.393
C -0.106 -0.274 1.640
N -1.140 0.045 0.979
C -1.302 0.684 -0.223
C -2.719 1.156 -0.536
C -0.209 0.861 -1.112
O -0.123 0.973 -2.353
C 1.283 0.846 -0.279
C 1.943 -0.519 -0.666
N 1.326 1.015 1.147
O 1.258 2.228 1.484
H 1.309 -0.917 2.953
H 0.174 -2.205 2.389
H -2.881 2.208 -0.669
H -3.460 0.905 0.146
H -2.960 0.798 -1.503
H 1.797 1.693 -0.819
H 2.584 -0.615 0.125
H 2.601 -0.559 -1.619
H 1.207 -1.361 -0.736



# 12
20
Properties=species:S:1:pos:R:3 method="wB97M-V/def2-TZVPD" total_charge=+1 e_above_lowest_kcal_mol=87.92 e_tot_ha=-531.7705 orbital_gap_ev="7.69 / 7.69"
C -3.890 -0.721 -0.502
C -2.793 -0.327 -0.872
C 1.117 1.705 -0.045
C 0.284 1.625 1.092
C -0.436 0.375 -0.575
C 0.359 2.380 2.416
C -1.512 -0.320 -1.413
N 0.742 0.855 -0.980
N 0.794 -1.857 -2.515
O -0.727 0.828 0.753
O -1.335 -0.673 -2.618
H -4.809 -0.960 -0.071
H 2.092 2.110 0.087
H 0.235 1.503 3.066
H 1.332 2.832 2.607
H -0.510 3.052 2.510
H 0.903 -2.074 -3.533
H 1.045 -2.668 -1.966
H 1.472 -1.087 -2.218
H -0.301 -1.365 -2.501



# 13
20
Properties=species:S:1:pos:R:3 method="wB97M-V/def2-TZVPD" total_charge=+1 e_above_lowest_kcal_mol=206.19 e_tot_ha=-531.5820 orbital_gap_ev="8.00 / 8.00"
C 1.184 -2.262 -1.478
C 0.492 -0.941 -1.977
C -0.938 -1.806 -1.520
C -1.205 -1.718 -3.132
C -1.331 0.689 0.748
C 0.684 1.666 -0.001
C -0.039 0.285 0.097
N -0.234 -0.102 -1.303
N -0.024 -2.746 -1.228
O -2.042 -2.119 -3.818
O -0.020 -1.091 -3.328
H 2.125 -2.752 -1.364
H -2.285 0.107 0.540
H -1.589 1.743 0.806
H -1.093 0.276 1.837
H 0.652 2.132 1.060
H 0.207 2.306 -0.667
H 1.788 1.534 -0.365
H 0.659 -0.338 0.698
H -0.410 -3.656 -0.960



# 14
20
Properties=species:S:1:pos:R:3 method="wB97M-V/def2-TZVPD" total_charge=0 e_above_lowest_kcal_mol=45.45 e_tot_ha=-798.1549 orbital_gap_ev=8.96
C -0.878 -0.588 -3.398
C -0.447 0.663 -3.749
C -0.403 0.407 -1.593
C 0.683 -0.390 2.846
C 1.649 -0.573 1.922
C -0.550 0.120 2.179
C 1.672 0.177 0.600
N -0.867 -0.713 -2.057
N -0.094 1.289 -2.548
O 0.105 2.546 0.863
P 0.031 1.083 0.719
H -1.097 -1.429 -3.958
H -0.232 1.203 -4.664
H 0.696 -1.086 3.685
H 2.593 -0.988 2.273
H -1.161 -0.701 1.723
H -1.342 0.619 2.679
H 2.483 0.840 0.548
H 1.642 -0.446 -0.350
H 0.090 2.280 -2.315



# 15
20
Properties=species:S:1:pos:R:3 method="wB97M-V/def2-TZVPD" total_charge=+1 e_above_lowest_kcal_mol=73.59 e_tot_ha=-854.6823 orbital_gap_ev=8.42
C -0.034 0.762 2.188
C 0.007 -0.733 2.065
C -0.564 -1.343 1.091
C 0.067 1.298 -0.093
C -0.268 -0.485 -1.706
C -0.532 -2.003 -1.520
C 0.654 2.264 -0.982
N 0.138 1.628 1.261
N -0.399 0.197 -0.478
O 0.224 -1.508 3.119
S -1.371 -2.424 0.051
H 0.063 1.090 3.284
H 0.780 -0.392 -2.079
H -0.904 0.087 -2.375
H -1.320 -2.406 -2.227
H 0.442 -2.614 -1.583
H 1.490 1.927 -1.703
H -0.239 2.550 -1.644
H 1.014 3.148 -0.382
H 0.751 -1.042 3.714



# 16
21
Properties=species:S:1:pos:R:3 method="wB97M-V/def2-TZVPD" total_charge=+1 e_above_lowest_kcal_mol=80.95 e_tot_ha=-1252.8392 orbital_gap_ev=7.04
C -3.000 0.663 0.268
C -2.088 1.433 -0.442
C -2.291 -0.079 1.228
C -0.861 1.195 0.208
C 1.485 0.402 0.453
C 0.619 1.546 0.076
C 1.460 -1.653 -1.112
N 2.299 -1.363 0.946
N 1.362 -0.900 0.090
O -0.968 0.209 1.126
S 2.458 0.131 1.845
S 0.874 1.781 -1.663
H -4.132 0.633 0.346
H -2.223 1.933 -1.372
H -2.749 -0.799 1.894
H 0.822 2.445 0.666
H 0.545 -1.710 -1.780
H 2.363 -1.442 -1.740
H 1.565 -2.686 -0.876
H 2.082 -2.227 1.464
H 0.380 0.490 -1.622



# 17
21
Properties=species:S:1:pos:R:3 method="wB97M-V/def2-TZVPD" total_charge=0 smiles="N[C@@H](Cc1ncccn1)C(=O)O" e_above_lowest_kcal_mol=56.65 e_tot_ha=-586.8301 orbital_gap_ev=9.75
N -0.226 0.925 2.156
C 0.409 1.565 1.029
C 1.374 0.670 0.335
C 0.672 -0.613 -0.114
N 1.485 -1.605 -0.610
C 1.050 -2.637 -1.313
C -0.398 -2.818 -1.673
C -1.080 -1.878 -0.868
N -0.663 -0.841 -0.101
C -0.450 2.237 0.025
O -0.166 2.375 -1.153
O -1.621 2.605 0.565
H -0.859 1.530 2.645
H -0.939 0.264 1.870
H 0.888 2.447 1.569
H 1.609 1.293 -0.525
H 2.378 0.461 0.871
H 1.926 -3.401 -1.546
H -0.689 -3.724 -2.270
H -2.246 -1.866 -0.803
H -2.453 3.011 -0.088



# 18
24
Properties=species:S:1:pos:R:3 method="wB97M-V/def2-TZVPD" total_charge=0 e_above_lowest_kcal_mol=0.00 e_tot_ha=-812.6425 orbital_gap_ev=9.26
C 3.949 0.251 0.137
C 1.901 -1.102 0.373
C 1.751 1.132 -0.571
C -1.974 -1.119 -1.425
C -0.922 -0.330 -1.265
C -0.927 1.698 0.763
C -0.310 -0.076 0.048
N 3.262 -0.899 0.468
N 3.127 1.196 -0.434
N 1.167 0.006 -0.012
O 5.125 0.398 0.309
O 1.420 -2.181 0.624
O 1.139 1.999 -1.132
O -2.141 1.464 1.306
O -0.739 -0.834 1.109
H -2.414 -1.286 -2.392
H -2.427 -1.624 -0.588
H -0.468 0.199 -2.089
H -0.118 1.914 1.457
H -0.986 2.353 -0.093
H 3.808 -1.675 0.827
H 3.566 2.039 -0.786
H -2.070 0.756 1.963
H -0.403 -1.743 1.019



# 19
20
Properties=species:S:1:pos:R:3 method="wB97M-V/def2-TZVPD" total_charge=+1 e_above_lowest_kcal_mol=166.71 e_tot_ha=-490.6714 orbital_gap_ev=7.70
C 1.796 0.427 0.102
C 1.082 1.201 0.945
C -0.281 0.802 1.463
N -0.406 -0.335 2.193
N -1.191 -1.195 1.866
C -1.838 -0.972 0.668
N -2.347 0.218 0.556
C -1.643 1.355 1.115
C -1.262 -1.598 -0.558
N -0.254 -0.497 -0.524
C 1.159 -0.757 -0.532
H 2.809 0.692 -0.006
H 1.633 2.064 1.294
H -2.237 1.812 1.954
H -1.759 2.083 0.436
H -0.696 -2.525 -0.337
H -1.794 -1.718 -1.472
H -0.461 0.135 -1.284
H 1.624 -1.052 -1.525
H 1.183 -1.532 0.153



# 20
20
Properties=species:S:1:pos:R:3 method="wB97M-V/def2-TZVPD" total_charge=+1 smiles="C=Nc1nccnc1[N+](=C)C" e_above_lowest_kcal_mol=91.24 e_tot_ha=-490.7917 orbital_gap_ev="7.48 / 7.48"
C -1.840 2.682 0.209
N -0.977 1.781 0.237
C -1.220 0.448 -0.159
N -2.483 0.010 -0.249
C -2.797 -1.261 -0.179
C -1.761 -2.144 0.292
N -0.518 -1.781 0.188
C -0.139 -0.502 -0.096
N 1.176 -0.212 -0.083
C 1.600 1.021 -0.380
C 1.964 -1.374 0.199
H -1.549 3.478 0.897
H -2.905 2.711 -0.272
H -3.734 -1.563 -0.406
H -2.099 -3.127 0.697
H 2.574 1.190 -0.656
H 0.903 1.977 -0.371
H 2.449 -1.413 1.147
H 1.529 -2.379 0.070
H 2.811 -1.345 -0.484



# 21
20
Properties=species:S:1:pos:R:3 method="wB97M-V/def2-TZVPD" total_charge=+1 smiles=Cn1nc(N)[n+]2ccccc12 e_above_lowest_kcal_mol=22.58 e_tot_ha=-490.9011 orbital_gap_ev=8.59
C 0.649 1.298 -2.393
N 0.078 0.972 -1.093
N -0.680 1.825 -0.447
C -1.134 1.237 0.660
N -1.998 1.725 1.535
N -0.451 0.039 0.790
C -0.411 -0.838 1.864
C 0.217 -2.010 1.764
C 0.936 -2.296 0.519
C 1.013 -1.331 -0.445
C 0.292 -0.134 -0.378
H 0.792 0.513 -3.011
H 0.032 2.038 -2.999
H 1.632 1.675 -2.348
H -2.503 2.524 1.080
H -2.138 1.484 2.426
H -1.073 -0.672 2.716
H 0.092 -2.759 2.515
H 1.382 -3.248 0.306
H 1.617 -1.638 -1.302